No. 1
ORCA calculation (ωB97M-V/def2-TZVPD) on C4H8O in the gas phase.

ORCA input file:
```
! RIJCOSX wB97M-V def2-TZVPD def2/J DEFGRID3
* xyz 0 1
O -1.26205 0.20430 -0.88234
C -0.61748 0.02883 1.53900
C -0.82521 -0.62648 0.19088
C 0.02461 -0.38800 -0.98431
C 1.19636 0.55594 -0.99779
H -1.29820 0.87839 1.64166
H 1.07112 1.34814 -0.25539
H -1.35197 -1.58282 0.22223
H 1.27717 1.03025 -1.98202
H -0.83358 -0.67713 2.34639
H 0.40344 0.39467 1.68093
H 2.13361 0.02495 -0.79636
H 0.08218 -1.19105 -1.72288
*
```

The LUMO energy is 1.17 eV. As for the energy relative to the best compared isomer or geometry (same formula, charge and spin): 1.0785 eV. The orbital gap is 11.2351 eV. As for the structure (SMILES): C[C@@H]1O[C@@H]1C. The value obtained for the highest occupied orbital energy is -10.1 eV.


No. 2
ORCA calculation (ωB97M-V/def2-TZVPD) on 2 unconnected molecules or ions with the total composition C62H65N4O2 in a non-equilibrium geometry.

ORCA input file:
```
! RIJCOSX wB97M-V def2-TZVPD def2/J DEFGRID3
* xyz 1 1
O -0.25322 -3.18221 5.48157
O -2.09735 -3.60706 4.34768
N -0.34929 2.40197 -0.92150
N -0.25192 1.19429 0.97602
N -0.86209 -3.38964 4.40812
N 0.13248 1.13325 -1.21146
C -3.43717 1.66343 1.78845
C 4.50859 -1.94071 -4.24526
C -0.35170 0.00011 5.07030
C 3.25642 1.02003 -1.50291
C 2.68875 1.72760 -2.72101
C 1.14236 -2.69963 3.21411
C 4.17824 -3.61574 -1.49637
C 4.46809 -5.93818 -2.22026
C -0.56284 -0.65753 -4.40651
C 4.11600 -6.39156 -0.94205
C -2.79428 -1.18803 -2.41068
C 5.65399 -1.79689 0.71594
C 6.66097 -1.07171 1.36377
C -1.08990 3.88460 2.43882
C 1.50030 0.89150 -3.28322
C 2.20339 2.60365 1.61042
C -0.54082 2.43673 0.38607
C -0.14040 -3.28796 3.18168
C 5.98979 -0.71061 -2.75001
C 6.26258 -0.62304 -1.32738
C -0.33037 0.91779 2.41035
C 2.05375 2.04693 3.00958
C 0.76894 1.19520 3.26643
C 1.65232 0.25645 -4.51583
C -4.01932 -0.26190 3.18479
C 5.18724 -1.35339 -5.32077
C 2.30237 3.18153 -2.43286
C 4.46956 -4.57482 -2.50574
C -3.18349 0.55612 -4.17035
C 1.53971 -1.94249 2.13220
C 0.96698 -0.80313 -0.01588
C 7.28802 0.05580 -0.69624
C 3.30258 1.20041 3.29242
C 5.40046 -1.55129 -0.63595
C 3.71862 -4.10168 -0.25011
C -2.93011 0.30359 2.26071
C -2.81237 -0.64343 1.07711
C -1.76108 6.18164 2.02149
C 0.69926 -1.81534 0.99487
C -1.17906 4.76073 0.15967
C 3.84288 1.80033 -3.71441
C -1.52353 5.12452 2.91050
C -0.87603 -3.39626 1.98665
C 0.72439 0.71713 4.58714
C 4.92891 -1.65634 -2.94409
C -0.84739 0.12014 -3.27681
C -0.93705 3.67921 1.04347
C 7.47057 -0.14836 0.67374
C 4.58184 -2.23426 -1.64198
C 3.75011 -5.46221 0.04520
C -0.40666 -2.71185 0.87711
C -1.48316 -0.11980 4.27981
C -1.58950 5.99767 0.64269
C 6.67604 -0.14864 -3.81741
C 0.25566 0.71628 -2.60208
C -2.36852 0.19001 -2.92068
C 0.67762 -0.59896 -5.02420
C 6.26071 -0.46430 -5.11501
C 2.05068 3.22859 3.99197
C 0.29140 0.39643 -0.05709
C -2.73766 1.22697 -1.87777
C -1.53529 0.38872 2.97600
H -3.45839 2.38291 2.61635
H -4.13781 0.35690 4.08061
H 4.24287 0.80473 -3.92833
H -4.45799 1.56020 1.39066
H 1.38465 3.27931 -1.85344
H 3.35626 0.33436 2.62220
H 3.37443 -3.37763 0.48907
H 4.15145 1.52768 -1.11453
H -1.35062 -1.27392 -4.85228
H -1.03750 4.57859 -0.90679
H -3.82741 -1.16377 -2.04022
H -0.90998 3.06410 3.13907
H 1.56379 0.91078 5.25224
H 4.66804 2.38139 -3.28357
H 1.47098 3.38666 1.39774
H 8.25051 0.39596 1.20171
H -2.09038 7.14754 2.40623
H 2.11986 1.80684 0.87065
H 3.54132 -0.00279 -1.76851
H -3.83259 1.25819 -1.76274
H -3.80467 -1.29607 3.47763
H 2.94739 3.84088 3.83794
H -3.09786 -0.18387 -4.97079
H 2.52284 0.92992 -0.70663
H 4.12054 -7.46108 -0.71868
H -1.80858 -3.95642 1.99514
H -2.72581 -1.94535 -3.19970
H -2.81878 2.07404 0.98761
H 3.67814 -2.63284 -4.38966
H 3.11648 3.67549 -1.88263
H 1.16734 3.85847 3.83169
H 4.78846 -4.23662 -3.48934
H -2.13919 -1.49811 -1.58502
H -1.90572 -0.42006 0.50687
H 3.20341 3.04682 1.49866
H 2.47424 -1.37797 2.14755
H 2.04734 2.88552 5.03226
H -2.85613 1.52632 -4.56199
H 1.72657 -2.76929 4.12857
H 4.88750 -1.59679 -6.33763
H -0.91059 -2.78164 -0.08917
H -1.78182 6.80481 -0.06442
H -0.33131 -0.44974 6.06338
H -2.72952 -1.68144 1.41870
H 7.91404 0.73169 -1.28402
H -3.68376 -0.56326 0.41367
H 3.55055 2.28742 -4.65141
H -4.24768 0.64275 -3.91633
H 2.15241 3.71754 -3.38056
H 0.87979 -1.18686 -5.92507
H -2.39313 2.23411 -2.13141
H 6.82996 -1.23537 2.42910
H 4.75458 -6.64798 -3.00002
H 3.50782 -5.80478 1.05534
H 6.77460 -0.01759 -5.96815
H 5.08881 -2.56804 1.23316
H -2.34572 -0.61417 4.72550
H -1.68511 5.25136 3.98324
H 7.50917 0.52358 -3.60094
H 2.55407 0.40683 -5.10655
H 3.33198 0.84274 4.32686
H -4.98165 -0.25989 2.65912
H 4.20213 1.80691 3.12481
H -2.33827 0.96075 -0.89749
H 1.62237 -1.03229 -0.85082
*
```

The LUMO energy is -5.95 eV. As for the energy relative to the best compared isomer or geometry (same formula, charge and spin): 0.0000 eV. The orbital gap is 3.0873 eV. The value obtained for the highest occupied orbital energy is -9.0 eV.


No. 3
ORCA calculation (ωB97M-V/def2-TZVPD) on a gas-phase ion, C7H9N4 (charge +1) in a non-equilibrium geometry.

ORCA input file:
```
! RIJCOSX wB97M-V def2-TZVPD def2/J DEFGRID3
* xyz 1 1
N -1.02301 2.68534 0.11104
N -1.70045 -1.72091 0.57662
N -1.85016 0.50417 -0.11396
N 1.52468 1.34833 0.18641
C 0.20377 -0.65071 -0.20520
C 2.59129 0.59251 0.17234
C 0.38713 0.74104 -0.03882
C -0.92502 1.39847 0.02722
C 1.32314 -1.44723 -0.10029
C 2.52083 -0.79950 0.02567
C -1.20912 -0.83936 -0.41001
H -1.66497 -1.22035 -1.42497
H 1.39554 -2.55718 -0.33946
H 3.59070 1.02700 0.38802
H -1.84156 3.23876 0.15960
H -0.09578 3.04428 0.18000
H -2.64725 -1.97229 0.53334
H -1.11982 -2.59152 0.70129
H 3.37044 -1.35452 -0.04769
H -2.83035 0.57368 -0.38116
*
```

The LUMO energy is -4.00 eV. As for the energy relative to the best compared isomer or geometry (same formula, charge and spin): 0.1267 eV. The orbital gap is 9.5283 eV. As for the structure (SMILES): N[C@H]1NC(=[NH2+])c2ncccc21. The value obtained for the highest occupied orbital energy is -13.5 eV.


Question: Among the records above, which one has the lowest orbital gap?
Answer: C62H65N4O2


Question: Among the records above, which one has the highest energy relative to the best compared isomer or geometry (same formula, charge and spin)?
Answer: C4H8O